# 1
A cluster of 6 separate species, C15H43N3O11 in total. Source: the Open Molecules 2025 dataset; level of theory: ωB97M-V/def2-TZVPD.

* highest occupied orbital energy: -0.3239 hartree
* spin multiplicity: 1
* structure (SMILES): COCCNCCOC.NC(N)=O.OCCO.OCCO.OCCO.OCCO
* E_LUMO: 0.26 eV
* ΔE to the lowest compared entry with this formula, charge and spin: 3.4779 eV

Last column: Löwdin charge in e.
Cartesian coordinates (Å):
C 10.6794 23.5468 -21.4959  -0.87
O 10.6264 23.2920 -20.3363  0.06
N 9.7981 24.0992 -22.2178  0.17
N 11.6636 23.1723 -22.2437  0.15
H 10.1257 24.3539 -23.1386  0.12
H 8.8369 24.0057 -21.9221  0.13
H 12.4267 22.8053 -21.6931  0.12
H 11.7944 23.2463 -23.2424  0.11
C 25.5925 19.4943 -20.0964  -0.09
O 24.7018 20.6194 -19.9161  -0.19
C 23.3834 20.2179 -20.1980  -0.24
C 22.3624 21.3363 -20.0262  -0.22
N 21.0587 20.8084 -20.3450  -0.07
C 20.0396 21.8811 -20.3097  -0.18
C 19.7957 22.6260 -21.6550  -0.20
O 19.9765 21.6792 -22.7117  -0.23
C 20.1051 22.2179 -24.0424  -0.08
H 26.6355 19.8097 -20.1215  0.09
H 25.2996 18.9489 -20.9935  0.08
H 25.4580 18.7613 -19.3009  0.08
H 23.2030 19.5076 -19.3911  0.12
H 23.2133 19.7762 -21.1799  0.12
H 22.5230 22.1052 -20.7819  0.11
H 22.2375 21.8442 -19.0699  0.12
H 21.1511 20.5567 -21.3188  0.08
H 20.2350 22.6122 -19.5253  0.11
H 19.0752 21.4489 -20.0426  0.10
H 20.5871 23.3305 -21.9110  0.11
H 18.8308 23.1280 -21.5837  0.12
H 19.8390 21.4010 -24.7132  0.08
H 21.1535 22.4497 -24.2302  0.09
H 19.3557 22.9801 -24.2558  0.09
C 11.5575 25.5641 -12.8519  -0.28
C 10.1749 25.1168 -13.3456  -0.23
O 10.1851 23.7831 -13.8149  -0.08
O 11.8747 25.1373 -11.5768  -0.05
H 11.6354 26.6471 -12.9466  0.11
H 12.3194 25.1158 -13.4896  0.12
H 9.8523 25.6092 -14.2630  0.11
H 9.4552 25.4013 -12.5779  0.12
H 10.5309 23.6526 -14.7009  0.09
H 12.7937 24.8611 -11.6035  0.09
C 11.2906 29.3748 -25.3144  -0.23
C 10.1279 29.5697 -26.3179  -0.22
O 9.3561 28.3364 -26.3796  -0.08
O 12.1483 30.5225 -25.3856  -0.08
H 11.8243 28.4474 -25.5219  0.11
H 11.0020 29.2987 -24.2660  0.12
H 10.4841 29.8269 -27.3155  0.11
H 9.5714 30.4568 -26.0155  0.11
H 8.7974 28.4044 -27.1573  0.07
H 11.9766 31.0157 -24.5801  0.08
C 12.2286 19.4530 -27.5125  -0.20
C 12.3744 18.4241 -26.3323  -0.30
O 11.9368 17.1768 -26.5818  -0.04
O 11.7786 20.7659 -27.0658  -0.09
H 11.4691 19.0574 -28.1868  0.11
H 13.1632 19.5752 -28.0600  0.10
H 11.6348 18.7266 -25.5909  0.12
H 13.3774 18.4693 -25.9080  0.12
H 12.6276 16.7404 -27.0857  0.10
H 11.5658 21.2593 -27.8614  0.07
C 5.4416 23.1255 -17.9034  -0.20
C 4.8610 22.2929 -16.7553  -0.31
O 5.6753 21.4037 -16.1307  -0.05
O 5.8787 22.1550 -18.9099  -0.07
H 6.1576 23.8873 -17.5951  0.11
H 4.6695 23.7807 -18.3065  0.11
H 3.9742 21.7115 -17.0079  0.12
H 4.4567 22.8348 -15.9003  0.11
H 6.5177 21.7677 -15.8486  0.10
H 6.7789 21.9537 -18.6441  0.07

***

# 2
A cluster of 11 separate species, C26H46Cl20FNO in total. Source: the Open Molecules 2025 dataset; level of theory: ωB97M-V/def2-TZVPD.

* highest occupied orbital energy: -0.3586 hartree
* spin multiplicity: 1
* structure (SMILES): C#C[C@H]1C[C@@H](F)C(=O)N1.ClCCCl.ClCCCl.ClCCCl.ClCCCl.ClCCCl.ClCCCl.ClCCCl.ClCCCl.ClCCCl.ClCCCl
* E_LUMO: 0.25 eV

Last column: Löwdin charge in e.
Cartesian coordinates (Å):
C 2.4644 2.3923 -1.4482  0.07
C 2.7768 1.7632 -0.4800  -0.07
C 2.9830 0.7585 0.5777  -0.37
C 4.4429 0.2456 0.8062  -0.06
C 4.0411 -0.8357 1.8525  -0.24
F 5.1023 -1.3431 2.5292  0.02
C 3.0830 0.0542 2.7364  -0.40
O 2.8789 -0.1539 3.8865  0.14
N 2.5532 1.1366 1.9428  0.09
H 2.1838 2.7397 -2.4150  0.03
H 2.3366 -0.1015 0.3483  0.05
H 4.9441 1.0891 1.2923  0.13
H 4.7884 -0.0885 -0.1691  0.08
H 3.4863 -1.5452 1.2265  0.14
H 3.1219 1.9181 2.2797  0.14
Cl -2.2327 -1.4609 -0.9727  0.58
C -1.7390 -0.3452 0.3246  -0.66
C -0.2494 -0.1302 0.3436  -0.64
Cl 0.6223 -1.6129 0.8458  0.62
H -2.0964 -0.7478 1.2716  0.07
H -2.2529 0.5975 0.1387  -0.02
H 0.0063 0.6478 1.0620  0.05
H 0.1258 0.1705 -0.6330  0.07
Cl 0.4839 -4.9775 1.9507  0.52
C 0.2287 -4.2966 3.5776  -0.66
C -1.1188 -4.6681 4.1461  -0.67
Cl -2.4481 -3.8715 3.2626  0.52
H 0.3514 -3.2168 3.5130  0.05
H 1.0193 -4.6931 4.2140  0.07
H -1.1851 -4.3408 5.1833  0.08
H -1.2852 -5.7386 4.1165  -0.01
Cl -1.0530 -9.2271 2.8148  0.54
C -2.7710 -9.0597 2.3713  -0.66
C -3.2654 -7.6452 2.5391  -0.64
Cl -3.3403 -7.1594 4.2524  0.57
H -3.3453 -9.7577 2.9764  0.07
H -2.8598 -9.3569 1.3272  0.07
H -4.2752 -7.5561 2.1410  0.08
H -2.6280 -6.9331 2.0163  0.06
Cl 4.8185 -5.8369 2.3465  0.54
C 6.4450 -5.2795 2.8127  -0.67
C 6.7995 -3.9581 2.1769  -0.66
Cl 7.0197 -4.0964 0.4125  0.53
H 7.1570 -6.0569 2.5438  0.07
H 6.4454 -5.1754 3.8970  0.07
H 7.7418 -3.5949 2.5854  0.07
H 6.0347 -3.2083 2.3615  0.04
Cl 6.5587 0.9509 -2.0652  0.57
C 7.2407 2.3705 -2.8853  -0.66
C 6.8804 3.6638 -2.1973  -0.65
Cl 5.1450 4.0562 -2.3371  0.56
H 6.8962 2.3602 -3.9170  0.07
H 8.3228 2.2452 -2.8838  0.07
H 7.4256 4.4833 -2.6639  0.07
H 7.1331 3.6422 -1.1396  0.07
Cl -0.7347 3.4175 0.3214  0.57
C -1.9258 4.2578 -0.7081  -0.71
C -3.2653 3.5700 -0.7029  -0.63
Cl -3.2127 1.9881 -1.5301  0.57
H -1.5172 4.3277 -1.7170  -0.03
H -2.0298 5.2666 -0.3107  0.01
H -3.9958 4.1794 -1.2343  0.07
H -3.6279 3.4092 0.3101  0.05
Cl -4.6323 -3.4835 0.6156  0.52
C -5.4142 -2.6756 -0.7668  -0.69
C -6.4834 -3.5275 -1.4018  -0.66
Cl -5.8032 -4.9549 -2.2283  0.52
H -4.6406 -2.4120 -1.4805  -0.03
H -5.8551 -1.7545 -0.3867  0.08
H -7.0139 -2.9478 -2.1563  0.07
H -7.2063 -3.8783 -0.6683  0.06
Cl -3.0213 4.9711 2.8359  0.56
C -2.1335 6.3873 3.4505  -0.65
C -2.5324 7.6625 2.7492  -0.65
Cl -2.0030 7.6924 1.0461  0.56
H -1.0692 6.1887 3.3441  0.07
H -2.3625 6.4668 4.5124  0.07
H -2.0625 8.5138 3.2397  0.07
H -3.6100 7.8075 2.7676  0.07
Cl -2.2976 5.2320 -3.6563  0.64
C -1.5119 6.5559 -4.5560  -0.63
C -1.8471 7.9105 -3.9823  -0.66
Cl -3.5571 8.3418 -4.2335  0.54
H -1.8107 6.4783 -5.5989  0.07
H -0.4376 6.3863 -4.4944  0.08
H -1.2511 8.6763 -4.4769  0.07
H -1.6430 7.9530 -2.9144  0.06
Cl -3.8000 -2.4210 -4.1743  0.56
C -3.2973 -1.5132 -5.6234  -0.65
C -2.4318 -0.3252 -5.2842  -0.65
Cl -3.3390 0.9483 -4.4325  0.52
H -4.1941 -1.2133 -6.1609  0.07
H -2.7388 -2.2071 -6.2506  0.07
H -2.0443 0.1210 -6.1996  0.07
H -1.5888 -0.6120 -4.6587  0.07

***

# 3
A structure of composition C6H7NNdO4. Source: the Open Molecules 2025 dataset; level of theory: ωB97M-V/def2-TZVPD.

* highest occupied orbital energy (spin up / spin down): -0.8765 / -0.8749 hartree
* net charge: +3
* spin multiplicity: 4
* E_LUMO (spin up / spin down): -14.54 / -14.20 eV

Last column: Mulliken spin population.
Cartesian coordinates (Å):
Nd -0.0072 -0.6886 -1.4696  3.03
C 0.0216 0.1493 1.1100  0.00
O 0.0309 0.8596 2.0236  0.00
C -0.0064 1.7765 -0.9956  -0.01
O -0.0043 2.9016 -0.7199  0.00
C -2.1592 0.1824 -0.4681  -0.01
O -3.0695 0.6785 0.0560  0.00
C 2.1640 0.1809 -0.5175  0.00
O 3.0849 0.6748 -0.0193  0.00
C -0.0050 -1.5805 -3.8424  -0.01
H 0.9194 -2.1684 -3.9537  0.00
H -0.9306 -2.1704 -3.9355  0.00
C -0.0078 -0.1989 -3.9771  0.00
H -0.9397 0.3831 -4.1281  0.00
H 0.9185 0.3859 -4.1489  0.00
N 0.0040 -2.7267 0.0610  -0.01
H -0.8108 -2.6028 0.6665  0.00
H 0.8407 -2.6172 0.6417  0.00
H -0.0099 -3.6837 -0.2923  0.00